No. 1
A 3-piece molecular cluster, C5H13NO2 overall at a distorted geometry. Source: the Open Molecules 2025 dataset; level of theory: ωB97M-V/def2-TZVPD.

Structure (XYZ):
```
21
Properties=species:S:1:pos:R:3:forces:R:3
C 0.63872 0.97710 -0.74470 1.56 0.14 -0.11
C 2.09701 -0.23619 0.26628 -1.35 0.59 -0.29
N 2.09815 -1.53842 -0.01430 -0.62 -0.78 -0.15
O 0.91616 2.09450 0.08756 -0.10 0.41 0.08
H 0.10335 2.55887 0.30626 0.09 -0.09 -0.07
H 1.12393 -1.94261 0.16015 1.20 0.17 -0.13
H 2.53399 -1.80562 -0.88924 -0.08 0.04 0.17
H 1.35258 0.98705 -1.57135 0.31 0.06 -0.03
H -0.26731 1.13284 -1.32902 -0.44 -0.37 0.50
H 1.65911 0.04737 1.21243 0.07 0.04 0.08
H 2.94010 0.36215 -0.05987 -0.21 0.07 -0.12
C -1.21624 0.23576 1.41445 0.41 0.31 -0.18
C -1.98013 -0.46998 -0.93200 0.48 0.49 -0.33
C -0.93639 -0.58255 0.16867 -0.72 -2.37 0.81
O -0.41234 -1.72443 0.31480 -0.59 1.51 -0.27
H -2.26588 0.56557 -1.12586 -0.12 -0.06 0.07
H -2.05583 -0.21950 1.94705 0.01 -0.12 -0.17
H -0.36092 0.22299 2.08962 -0.02 0.09 -0.06
H -1.50297 1.26206 1.17905 0.07 -0.02 0.05
H -2.86352 -1.03022 -0.61792 0.09 -0.01 0.05
H -1.60160 -0.89673 -1.86205 -0.03 -0.09 0.11
```
Forces are in eV/Å.

Calculated values
Gap between HOMO and LUMO, Ha: 0.305
Maximum force, eV/Å: 2.61
HOMO energy, eV: -7.519
LUMO energy, eV: 0.786
Energy relative to the best compared isomer or geometry (same formula, charge and spin), kJ/mol: 453.9
DFT total energy, a.u.: -403.4037

How is the electron density shared among the atoms? According to Löwdin, the charges in e are:
1. C -0.19
2. C -0.09
3. N 0.04
4. O -0.13
5. H 0.07
6. H 0.07
7. H 0.10
8. H 0.07
9. H 0.06
10. H 0.08
11. H 0.10
12. C -0.03
13. C -0.05
14. C -0.51
15. O -0.07
16. H 0.07
17. H 0.09
18. H 0.08
19. H 0.07
20. H 0.09
21. H 0.09

No. 2
A 2-piece molecular cluster, C5H13NO2 overall at a distorted geometry. Source: the Open Molecules 2025 dataset; level of theory: ωB97M-V/def2-TZVPD.

Structure (XYZ):
```
21
Properties=species:S:1:pos:R:3:forces:R:3
C 1.87546 -2.51256 -0.64833 2.46 -0.80 -2.07
C 1.52226 -1.60631 0.55082 0.50 0.70 1.20
C 0.12991 -0.99510 0.28223 -2.88 1.24 0.33
N 0.09578 0.42654 -0.32104 0.22 -1.48 0.13
C -1.05087 1.17677 -0.69106 2.07 0.46 3.26
C -2.38609 0.46655 -0.41431 1.76 2.60 6.23
O -0.91879 2.39099 -0.86334 -0.58 -1.39 -0.78
H 1.51258 -1.96767 -1.64412 0.50 -1.66 2.06
H 3.00405 -2.60164 -0.80403 -1.07 0.86 0.30
H 1.78542 -3.69146 -0.64052 -1.27 2.47 0.27
H 1.48342 -2.10765 1.56338 -0.11 0.02 -1.30
H 2.35619 -0.80496 0.79600 -1.69 -1.26 -1.03
H -0.46406 -1.64605 -0.40633 0.86 0.29 0.31
H -0.59510 -0.95682 1.18721 1.70 -0.07 -0.87
H 1.01955 0.86195 -0.18905 -1.15 0.36 -0.49
H -2.84879 0.37205 -1.24989 -3.42 -0.66 -5.40
H -3.08757 1.10758 0.36376 2.06 -1.32 -2.16
H -2.24864 -0.49237 0.05136 0.07 -0.32 0.01
O -0.18844 4.13945 1.38688 -0.85 0.81 -0.55
H -0.90798 4.76764 1.14547 0.76 -0.58 0.51
H -0.08830 3.67306 0.54489 0.04 -0.28 0.04
```
Forces are in eV/Å.

Calculated values
Gap between HOMO and LUMO, Ha: 0.380
Maximum force, eV/Å: 6.98
HOMO energy, eV: -9.545
LUMO energy, eV: 0.807
Energy relative to the best compared isomer or geometry (same formula, charge and spin), kJ/mol: 254.5
DFT total energy, a.u.: -403.4797
SMILES: CCCNC(C)=O.O

How is the electron density shared among the atoms? According to Löwdin, the charges in e are:
1. C -0.16
2. C -0.27
3. C -0.22
4. N 0.05
5. C -0.46
6. C 0.02
7. O 0.00
8. H 0.11
9. H 0.06
10. H 0.10
11. H 0.11
12. H 0.14
13. H 0.11
14. H 0.12
15. H 0.13
16. H 0.00
17. H 0.17
18. H 0.04
19. O -0.09
20. H 0.05
21. H -0.01

No. 3
A 2-piece molecular cluster, C5H13NO2 overall at a distorted geometry. Source: the Open Molecules 2025 dataset; level of theory: ωB97M-V/def2-TZVPD.

Structure (XYZ):
```
21
Properties=species:S:1:pos:R:3:forces:R:3
C 1.22976 -0.00192 -1.60561 2.32 -0.20 1.68
N 1.52542 -0.35173 -0.15103 -0.68 0.11 -0.29
C 0.63359 0.19155 0.83637 -2.19 2.10 0.23
C 0.84964 -0.10249 2.28584 2.30 -2.09 0.86
C -0.92842 -0.04692 0.59296 0.77 -1.20 -2.45
C -1.72803 1.18283 0.92246 1.78 -0.38 -2.15
O -2.23502 1.80927 0.02030 -0.65 0.25 1.11
H 0.70095 0.93750 -1.70582 0.40 0.48 0.28
H 0.59999 -0.66861 -2.14122 -0.10 -0.91 -0.09
H 2.27811 0.00641 -1.99787 -1.18 0.38 -0.42
H 1.62023 -1.34744 -0.02809 -0.01 -0.27 -0.15
H 0.80480 1.29339 0.87579 -0.24 -0.40 -0.94
H 1.95020 -0.25709 2.39531 -0.60 -0.41 0.18
H 0.71693 0.72358 2.94986 -0.71 0.77 0.17
H 0.28590 -0.97204 2.70363 0.59 0.49 -0.43
H -1.01933 -0.39693 -0.50477 -0.22 1.21 1.62
H -1.23513 -0.93285 1.12037 -0.12 -0.31 0.78
H -1.47027 1.56267 1.91754 -0.82 0.46 0.46
O -1.29508 -0.49920 -2.91440 -1.26 -1.66 -0.08
H -1.88188 -0.77979 -2.19350 0.02 1.03 0.35
H -1.40237 -1.35020 -3.37813 0.59 0.54 -0.71
```
Forces are in eV/Å.

Calculated values
Gap between HOMO and LUMO, Ha: 0.343
Maximum force, eV/Å: 3.23
HOMO energy, eV: -8.690
LUMO energy, eV: 0.657
Energy relative to the best compared isomer or geometry (same formula, charge and spin), kJ/mol: 288.3
DFT total energy, a.u.: -403.4668
SMILES: CN[C@H](C)CC=O.O

How is the electron density shared among the atoms? According to Löwdin, the charges in e are:
1. C -0.08
2. N -0.07
3. C -0.44
4. C -0.09
5. C -0.12
6. C -0.25
7. O 0.05
8. H 0.08
9. H 0.02
10. H 0.09
11. H 0.10
12. H 0.14
13. H 0.09
14. H 0.06
15. H 0.09
16. H 0.10
17. H 0.09
18. H 0.12
19. O -0.08
20. H 0.04
21. H 0.06

No. 4
A 2-piece molecular cluster, C5H13NO2 overall at a distorted geometry. Source: the Open Molecules 2025 dataset; level of theory: ωB97M-V/def2-TZVPD.

Structure (XYZ):
```
21
Properties=species:S:1:pos:R:3:forces:R:3
C -3.02533 0.47596 2.22389 -0.44 -0.45 -0.09
C -1.68612 1.05788 1.80664 -0.37 0.43 1.38
N -1.09937 0.33486 0.70302 -0.98 -0.45 -0.15
C 0.22154 0.27516 0.43632 0.58 0.86 -2.57
O 1.09269 0.76249 1.11367 0.21 0.05 1.24
C 0.65581 -0.24643 -0.96619 1.03 -1.39 0.56
C 1.44023 -1.63157 -0.77973 -1.03 0.34 -0.63
H -2.86573 -0.60603 2.36687 -0.32 0.32 0.08
H -3.85309 0.61802 1.50888 0.34 0.00 0.16
H -3.31584 0.91956 3.19107 -0.02 -0.21 -0.44
H -1.79641 2.14112 1.60695 0.30 -0.44 -0.09
H -1.13947 0.94583 2.76271 0.65 0.18 -0.98
H -1.77130 -0.05528 0.03757 0.69 0.24 0.31
H -0.13352 -0.38952 -1.72904 0.14 0.11 0.66
H 1.41391 0.43942 -1.39085 -0.73 0.06 0.42
H 2.51971 -1.57137 -0.56129 -0.60 0.38 0.00
H 1.30544 -2.13683 -1.75089 0.31 -0.18 0.48
H 0.95621 -2.23930 0.00321 0.23 0.16 -0.35
O 3.80406 0.51981 -3.84586 -0.38 -0.68 0.97
H 3.50907 0.84683 -2.96593 0.34 -0.38 -0.91
H 3.76759 -0.46067 -3.77108 0.04 1.06 -0.03
```
Forces are in eV/Å.

Calculated values
Gap between HOMO and LUMO, Ha: 0.380
Maximum force, eV/Å: 2.77
HOMO energy, eV: -9.641
LUMO energy, eV: 0.700
Energy relative to the best compared isomer or geometry (same formula, charge and spin), kJ/mol: 93.2
DFT total energy, a.u.: -403.5411
SMILES: CCNC(=O)CC.O

How is the electron density shared among the atoms? According to Löwdin, the charges in e are:
1. C -0.11
2. C -0.26
3. N 0.05
4. C -0.53
5. O 0.06
6. C -0.14
7. C -0.09
8. H 0.08
9. H 0.07
10. H 0.08
11. H 0.12
12. H 0.12
13. H 0.15
14. H 0.10
15. H 0.10
16. H 0.07
17. H 0.06
18. H 0.07
19. O -0.09
20. H 0.04
21. H 0.04

No. 5
A 3-piece molecular cluster, C5H13NO2 overall at a distorted geometry. Source: the Open Molecules 2025 dataset; level of theory: ωB97M-V/def2-TZVPD.

Structure (XYZ):
```
21
Properties=species:S:1:pos:R:3:forces:R:3
N 0.70051 -1.37549 -0.76208 -4.33 1.37 0.31
C 0.03540 -0.26922 -0.34936 3.44 -1.08 0.05
C 0.88896 0.78698 0.19813 -1.08 1.45 0.39
C -3.68909 0.37070 0.08447 -0.05 -0.33 0.06
C -2.25524 0.80029 -0.06084 1.21 -1.70 0.22
C -1.35301 -0.21786 -0.25342 -3.69 0.31 -0.84
H 1.46240 -1.62644 -0.09344 2.73 0.72 -0.15
H 0.04237 -2.10948 -1.00927 0.22 -0.15 -0.15
H 1.65051 0.34732 0.85685 -0.16 0.11 -0.35
H 0.29443 1.55375 0.70891 -0.12 -0.42 0.33
H -3.79215 -0.52623 -0.53403 -0.39 0.33 -0.24
H -3.93804 -0.05144 1.09222 0.31 0.95 -0.49
H -4.38584 1.15789 -0.22569 0.02 -0.37 0.26
H -1.97563 1.84353 -0.01713 0.08 0.06 0.20
H -1.89697 -1.15961 -0.42793 0.62 0.06 0.15
H 3.39440 0.13532 0.23742 0.18 1.09 -0.44
H 4.41157 1.17346 -0.36520 -0.08 0.03 0.06
O 3.48839 1.10762 -0.09879 0.73 -0.83 0.22
H 2.70750 -2.06604 1.05629 0.77 -0.05 0.56
H 1.34753 1.39757 -0.57853 0.56 -0.62 -0.21
O 2.86202 -1.27262 0.54140 -0.98 -0.94 0.07
```
Forces are in eV/Å.

Calculated values
Gap between HOMO and LUMO, Ha: 0.260
Maximum force, eV/Å: 4.55
HOMO energy, eV: -8.412
LUMO energy, eV: -1.341
Energy relative to the best compared isomer or geometry (same formula, charge and spin), kJ/mol: 375.1
DFT total energy, a.u.: -403.4337

How is the electron density shared among the atoms? According to Löwdin, the charges in e are:
1. N 0.19
2. C -0.27
3. C -0.03
4. C -0.09
5. C -0.06
6. C -0.07
7. H 0.04
8. H 0.11
9. H 0.08
10. H 0.09
11. H 0.07
12. H 0.11
13. H 0.08
14. H 0.11
15. H 0.11
16. H -0.02
17. H 0.02
18. O -0.16
19. H -0.04
20. H 0.10
21. O -0.39